ORCA calculation (ωB97M-V/def2-TZVPD) on a 2-piece molecular cluster, C16H29F3N5O4S2 overall in a non-equilibrium geometry.

The HOMO-LUMO gap comes out at 5.66 eV. The HOMO energy comes out at -0.396 Eh. As for the total energy: -2297.10305 Eh. As for the total charge: +1.

XYZ file:
```
59
C16H29F3N5O4S2 | the Open Molecules 2025 dataset | ωB97M-V/def2-TZVPD
C 4.0460 2.7298 -3.1085
C 0.1347 1.7900 -0.2319
O -3.3054 -2.5415 6.4519
H -2.6814 -2.7666 9.0523
C 5.2885 1.8431 -2.4580
F -6.3949 2.8248 -2.0069
H 3.3267 3.1917 -2.2986
H 0.1868 2.9041 -0.5898
C -4.9159 2.8822 -2.0823
H -2.8670 -0.5140 4.7496
H -1.4112 -0.7380 3.7609
S 2.6612 0.4306 0.3691
H 3.4837 2.0120 -3.8529
H -3.0750 1.9153 -3.0166
H -4.5115 -1.2495 -3.4685
H -1.1710 -3.6541 9.3311
H 0.1552 1.7768 0.9408
H 4.4628 3.6403 -3.7521
N -1.7412 -0.6027 1.3819
H 6.0273 2.5848 -1.8872
H -1.5746 -1.7736 -2.8807
H 5.8770 -2.4418 -2.3639
C -2.1032 -2.3354 6.5080
H 1.8451 1.6379 -1.7814
H 5.8918 1.3836 -3.3760
C -2.5760 -1.6862 -2.2597
O -1.3605 -1.6917 5.5724
C 5.9355 -0.3125 -1.3222
N -2.2007 -1.9316 1.5209
H 0.9416 -0.0286 -1.4318
C -1.7419 -0.2004 -0.0767
C -4.2087 1.6093 -2.8358
C -1.9259 -3.4032 8.5808
C -1.2914 1.1736 -0.8505
H 7.3874 -1.3474 -2.8400
H -2.8689 -3.3437 0.0624
N -2.5090 -2.3627 0.2304
H -2.5592 -2.0815 3.9156
C -2.1043 -1.2372 4.4435
H 5.6893 -0.9585 -3.5611
F -4.5956 4.1068 -2.9073
C 6.2253 -1.3323 -2.5869
N 4.8318 0.6880 -1.5926
C -3.6149 -0.6409 -2.9776
H 6.9019 0.2966 -1.0396
N -2.2994 -1.4153 -0.7972
O -1.2766 -2.7098 7.5169
F -4.3760 3.1742 -0.7227
S 5.1142 2.2028 0.8315
H -4.7126 1.3843 -3.8921
H 5.6638 -1.0125 -0.3995
H -2.0812 2.0391 -0.8232
H -2.3737 -4.3342 8.2183
H -1.0495 0.8568 -1.9758
O -4.2156 0.3501 -2.0700
H -3.0851 -2.7626 -2.3280
C 4.3305 1.1356 -0.2361
C 1.3939 0.9492 -0.9180
H -3.0228 -0.1033 -3.8385
```